DFT (ωB97M-V/def2-TZVPD) results for a molecular structure, C12H18FN3O2S4SeSiSn.

```
43
Properties=species:S:1:pos:R:3
Sn -1.46304 -0.24118 0.07582
S -2.37778 -0.61938 -2.34269
S -2.07886 -2.64459 -2.54878
S -3.07688 -3.43266 -0.94836
S -1.97948 -2.71968 0.65404
C 1.93754 1.62989 3.60995
Si 2.78776 2.48145 2.15088
C 4.65778 2.37780 2.56270
C 2.32429 4.32859 2.32328
N 2.36678 1.67748 0.73614
C 2.34058 2.10523 -0.53165
C 2.84904 3.34971 -1.00205
C 2.77158 3.74466 -2.32448
C 2.17729 2.93875 -3.28553
C 1.68005 1.70149 -2.88384
C 1.78547 1.30877 -1.57320
F 1.28937 0.06290 -1.28834
H 1.96739 2.25647 4.50613
H 2.42895 0.68607 3.85575
H 0.89344 1.40430 3.38821
H 4.84996 2.58266 3.62005
H 5.24998 3.08008 1.96901
H 5.02017 1.36895 2.34829
H 2.59624 4.75241 3.29358
H 1.24271 4.43735 2.20391
H 2.79380 4.94896 1.55580
H 3.30087 4.00409 -0.26652
H 3.17678 4.70968 -2.61434
H 2.08374 3.26499 -4.31343
H 1.18654 1.03633 -3.58238
N 3.03304 -2.09793 1.10537
C 1.66582 -1.58104 1.26271
C 1.08802 -1.96499 2.61251
O 1.98323 -2.53494 3.44248
O -0.05103 -1.77085 2.94094
H 3.58384 -1.42091 0.59192
H 3.02517 -2.95739 0.57136
H 2.81955 -2.53616 2.92737
H 0.98176 -1.93667 0.49107
H 1.67047 -0.48122 1.21098
Se -5.64106 2.51177 1.52322
C -4.28915 1.54080 0.98768
N -3.37619 0.91007 0.62695
```

Summary:
- Total charge: -2
- HOMO level: -1.686 eV
- E_LUMO: 4.54 eV
- DFT total energy: -146421.079 eV
- Maximum force: 0.026 Eh/bohr
- Gap between HOMO and LUMO: 6.2 eV

Formally, the Mulliken partial charges of the atoms, in units of the elementary charge, are as follows: number 1, Sn, carries 0.7141; number 2, S, carries -0.3783; number 3, S, carries -0.1601; number 4, S, carries -0.1501; number 5, S, carries -0.3245; number 6, C, carries -0.9769; number 7, Si, carries -0.1058; number 8, C, carries -1.0779; number 9, C, carries -1.1396; number 10, N, carries 0.1153; number 11, C, carries 0.2766; number 12, C, carries -0.3206; number 13, C, carries -0.8413; number 14, C, carries -0.3627; number 15, C, carries -0.6185; number 16, C, carries 0.3327; number 17, F, carries -0.3209; number 18, H, carries 0.3639; number 19, H, carries 0.2405; number 20, H, carries 0.2771; number 21, H, carries 0.3166; number 22, H, carries 0.3211; number 23, H, carries 0.2703; number 24, H, carries 0.3449; number 25, H, carries 0.3089; number 26, H, carries 0.3320; number 27, H, carries 0.1776; number 28, H, carries 0.3346; number 29, H, carries 0.3377; number 30, H, carries 0.3900; number 31, N, carries -0.8105; number 32, C, carries 1.1417; number 33, C, carries 0.1535; number 34, O, carries -0.6067; number 35, O, carries -0.5563; number 36, H, carries 0.2789; number 37, H, carries 0.1805; number 38, H, carries 0.4594; number 39, H, carries 0.1177; number 40, H, carries -0.2860; number 41, Se, carries -0.3509; number 42, C, carries 0.2479; number 43, N, carries -0.6458

***

DFT (ωB97M-V/def2-TZVPD) results for a molecular structure, C12H18FO10Pd.

```
42
Properties=species:S:1:pos:R:3
Pd 1.14395 -0.86271 -0.20073
F 1.22268 -2.76429 0.33126
C -0.97777 -2.56483 4.47701
C -0.80180 -3.72332 3.45624
O -1.04803 -3.01692 2.22024
C -0.53149 -1.79075 2.38664
O -0.34955 -1.01265 1.46915
O -0.33959 -1.49222 3.71587
H -0.45989 -2.67154 5.42520
H -2.03791 -2.28113 4.55696
H -1.51633 -4.59858 3.55302
H 0.15802 -4.18067 3.46883
C 4.58959 3.08495 0.39230
C 3.67368 3.42998 -0.75903
O 3.30295 2.09894 -1.22716
C 3.56120 1.21044 -0.29272
O 3.19692 0.09113 -0.32341
O 4.32958 1.67658 0.66124
H 4.35369 3.59821 1.31910
H 5.63695 3.25830 0.23505
H 4.11860 4.15544 -1.46133
H 2.76257 3.90454 -0.39974
C -3.20019 0.48237 -0.03906
C -3.71974 1.68875 0.80959
O -2.84690 2.78229 0.44704
C -1.69918 2.21658 -0.10203
O -0.61795 2.68443 -0.14454
O -1.97419 0.99435 -0.52019
H -3.75347 0.14714 -0.91189
H -3.02075 -0.27808 0.72155
H -3.67458 1.41743 1.81150
H -4.72831 1.93474 0.49219
C -0.58125 0.14067 -4.19175
C -0.07007 -0.71748 -3.05217
O 0.53819 -0.14302 -2.15776
C -0.43030 -2.18039 -3.12106
H -0.70430 1.18838 -3.96703
H -1.62565 -0.25311 -4.45827
H -0.07221 -0.07006 -5.10392
H 0.02510 -2.87589 -2.38769
H -0.29413 -2.46369 -4.15985
H -1.53811 -2.24429 -2.96864
```

Summary:
- Total charge: +1
- HOMO level (alpha / beta): -13.535 / -13.567 eV
- E_LUMO (alpha / beta): -2.25 / -4.85 eV
- DFT total energy: -39399.898 eV
- 2S+1: 3
- Expectation value of S²: 2.004
- Maximum force: 0.071 Eh/bohr
- Gap between HOMO and LUMO (alpha / beta): 11.3 / 8.7 eV

Formally, the Mulliken partial charges of the atoms, in units of the elementary charge, are as follows: number 1, Pd, carries 1.2090; number 2, F, carries -0.7096; number 3, C, carries -0.2634; number 4, C, carries -0.3137; number 5, O, carries -0.2350; number 6, C, carries 0.6879; number 7, O, carries -0.5245; number 8, O, carries -0.2741; number 9, H, carries 0.3077; number 10, H, carries 0.2305; number 11, H, carries 0.2782; number 12, H, carries 0.2993; number 13, C, carries -0.3919; number 14, C, carries -0.1585; number 15, O, carries -0.2612; number 16, C, carries 0.7638; number 17, O, carries -0.7427; number 18, O, carries -0.3191; number 19, H, carries 0.2729; number 20, H, carries 0.2791; number 21, H, carries 0.3103; number 22, H, carries 0.2560; number 23, C, carries -0.1500; number 24, C, carries -0.4162; number 25, O, carries -0.3810; number 26, C, carries 0.6014; number 27, O, carries -0.5216; number 28, O, carries -0.0947; number 29, H, carries 0.3331; number 30, H, carries 0.0333; number 31, H, carries 0.2964; number 32, H, carries 0.3150; number 33, C, carries -1.2538; number 34, C, carries 1.1073; number 35, O, carries -0.4648; number 36, C, carries -1.3042; number 37, H, carries 0.3481; number 38, H, carries 0.3543; number 39, H, carries 0.4057; number 40, H, carries 0.3557; number 41, H, carries 0.3927; number 42, H, carries 0.3423

***

DFT (ωB97M-V/def2-TZVPD) results for a molecular structure, C12H18FO6Tl.

```
38
Properties=species:S:1:pos:R:3
Tl 3.89999 0.72591 -2.67620
F 2.41111 -0.00155 -0.30168
O -1.19646 -1.87956 2.30424
C -0.25656 -1.15777 2.57143
O -0.36837 0.18441 2.63257
C 0.89430 0.84183 3.00558
C 1.69688 -0.25538 3.53500
C 1.19401 -1.59182 2.83675
H 0.67358 1.76720 3.53763
H 1.49633 1.14803 2.15006
H 1.52362 -0.19555 4.60947
H 2.71957 -0.13335 3.17819
H 1.34161 -2.50664 3.41069
H 1.64388 -1.79897 1.86577
O 1.66146 -1.20626 -2.86511
C 0.53425 -1.48775 -2.54539
O -0.56786 -1.17601 -3.31621
C -1.80724 -1.43372 -2.68316
C -1.43103 -2.27623 -1.47393
C 0.10850 -2.20027 -1.29948
H -2.45991 -1.98224 -3.36232
H -2.17224 -0.43498 -2.44358
H -1.94426 -3.23692 -1.43192
H -1.73186 -1.73158 -0.57897
H 0.62310 -3.15111 -1.16090
H 0.51774 -1.53675 -0.53767
O 1.27437 2.43088 -2.52424
C 0.30891 2.20892 -1.78753
O -0.89713 1.70363 -2.24030
C -1.93354 1.68414 -1.16714
C -1.27365 2.45854 -0.02007
C 0.19556 2.60758 -0.35862
H -2.04511 0.67458 -0.77162
H -2.91353 2.04486 -1.47954
H -1.31311 1.90805 0.91988
H -1.73423 3.43308 0.14188
H 0.73324 1.98524 0.35671
H 0.59411 3.56749 -0.03026
```

Summary:
- Total charge: +2
- HOMO level: -16.718 eV
- E_LUMO: -13.90 eV
- DFT total energy: -32407.548 eV
- Maximum force: 0.058 Eh/bohr
- ΔE to the lowest compared entry with this formula, charge and spin: 91.31 kJ/mol
- Gap between HOMO and LUMO: 2.8 eV

Formally, the Mulliken partial charges of the atoms, in units of the elementary charge, are as follows: number 1, Tl, carries 0.9379; number 2, F, carries -0.4699; number 3, O, carries -0.4161; number 4, C, carries 0.5644; number 5, O, carries -0.2792; number 6, C, carries -0.1318; number 7, C, carries -0.6526; number 8, C, carries -0.2550; number 9, H, carries 0.4334; number 10, H, carries 0.0184; number 11, H, carries 0.3057; number 12, H, carries 0.3544; number 13, H, carries 0.4002; number 14, H, carries 0.1881; number 15, O, carries -0.3742; number 16, C, carries 0.4492; number 17, O, carries -0.2923; number 18, C, carries -0.1277; number 19, C, carries -0.3211; number 20, C, carries 0.3776; number 21, H, carries 0.3591; number 22, H, carries 0.0181; number 23, H, carries 0.4420; number 24, H, carries 0.1290; number 25, H, carries 0.4513; number 26, H, carries -0.4737; number 27, O, carries -0.5395; number 28, C, carries 0.6094; number 29, O, carries -0.3692; number 30, C, carries 0.0288; number 31, C, carries -0.6132; number 32, C, carries 0.3523; number 33, H, carries -0.0137; number 34, H, carries 0.3926; number 35, H, carries 0.2262; number 36, H, carries 0.3305; number 37, H, carries -0.4620; number 38, H, carries 0.4224

***

> Which of these has the highest maximum force?

C12H18FO10Pd